#i
DFT (the ωB97M-V functional and the def2-TZVPD basis) results for 16 unconnected molecules or ions with the total composition C48H128O16.

Output
HOMO = -9.2 eV
Multiplicity = 1
Orbital gap = 9.47 eV
Net charge = 0

Last column: Mulliken charge in e.
Element x y z (Å)
C1 -4.6439 -2.1215 -0.5400  -0.122
C2 -4.9684 -3.4792 -0.0305  0.178
C3 -4.8714 -4.6593 -1.0375  -1.465
O1 -4.1872 -3.7679 1.1467  -0.178
H1 -3.5674 -2.1163 -0.7374  -0.316
H2 -4.8390 -1.3561 0.1907  0.127
H3 -5.0767 -2.0001 -1.5296  0.395
H4 -5.9892 -3.4224 0.3922  0.428
H5 -3.8220 -4.8053 -1.3455  0.043
H6 -5.5165 -4.4444 -1.8947  0.497
H7 -5.1413 -5.5079 -0.4121  0.450
H8 -3.3018 -4.0133 0.8325  0.034
C4 2.1468 -3.7681 4.9200  -1.526
C5 2.2304 -2.4286 4.1827  0.794
C6 1.5057 -2.4414 2.8601  2.110
O2 1.5476 -1.3985 5.0028  -0.564
H9 1.1453 -4.0752 5.2199  0.289
H10 2.6956 -3.6735 5.8657  0.520
H11 2.5836 -4.5709 4.3405  0.231
H12 3.2999 -2.1337 4.0982  -0.162
H13 0.4807 -2.7333 2.9569  -0.942
H14 2.0248 -3.1723 2.2359  -0.525
H15 1.4963 -1.4653 2.3594  -0.522
H16 1.9551 -1.4679 5.8670  0.326
C7 5.6831 1.7813 1.7720  -1.453
C8 5.3385 0.3870 2.2995  2.331
C9 6.4760 -0.6103 2.2447  -1.363
O3 4.9098 0.5027 3.6346  -0.720
H17 6.3460 2.3183 2.4533  0.416
H18 4.7523 2.3599 1.7034  0.175
H19 6.1165 1.7628 0.7573  0.334
H20 4.5165 0.0061 1.6691  -0.907
H21 7.3646 -0.3254 2.8138  0.417
H22 6.6928 -0.8137 1.1962  0.314
H23 6.1196 -1.5947 2.6145  0.175
H24 4.0474 0.9591 3.6992  0.386
C10 -2.0046 -1.8625 3.4649  -0.102
C11 -3.4457 -1.5035 3.8630  -0.243
C12 -4.0161 -0.2530 3.1748  -0.438
O4 -4.3950 -2.5866 3.7437  -0.610
H25 -1.9344 -1.9302 2.3582  0.182
H26 -1.6748 -2.7201 4.0499  0.253
H27 -1.2869 -1.0952 3.8228  -0.005
H28 -3.5003 -1.2723 4.9441  0.360
H29 -4.9533 -0.0114 3.6222  0.486
H30 -4.2221 -0.4504 2.1048  -0.326
H31 -3.3255 0.5928 3.3472  0.131
H32 -4.2642 -3.0104 2.8695  0.475
C13 4.7775 -4.7462 2.1620  -1.139
C14 5.2254 -4.3453 0.7942  0.331
C15 4.4546 -3.1306 0.3389  0.450
O5 6.6080 -3.9484 0.8529  -0.573
H33 5.3342 -5.6309 2.5026  0.436
H34 3.7455 -5.0374 2.1687  0.023
H35 5.0170 -3.9384 2.8350  0.305
H36 5.2090 -5.2528 0.1507  0.333
H37 4.5618 -2.3244 1.0508  -0.370
H38 3.4328 -3.4185 0.2093  -0.445
H39 4.8398 -2.7499 -0.6013  0.357
H40 7.1955 -4.6316 1.1831  0.307
C16 -2.6593 3.2820 -2.1105  0.666
C17 -3.2880 2.0024 -2.6414  2.257
C18 -4.3666 1.4033 -1.6972  -1.184
O6 -3.8106 2.2230 -3.9582  -0.631
H41 -2.6073 3.2753 -0.9890  -0.641
H42 -3.3098 4.1262 -2.3902  0.541
H43 -1.6609 3.4229 -2.5142  -0.678
H44 -2.5480 1.2112 -2.6698  -1.452
H45 -5.2521 2.0031 -1.5514  0.580
H46 -3.8754 1.2658 -0.7008  0.007
H47 -4.6674 0.4468 -2.0900  0.128
H48 -4.5640 2.7723 -3.7742  0.477
C19 0.4756 3.5875 -5.9629  -1.571
C20 0.2031 2.6524 -4.7725  0.714
C21 -0.9532 1.6899 -5.0656  -0.888
O7 1.4175 1.9481 -4.4307  -0.311
H49 0.8773 3.0281 -6.8018  0.448
H50 1.1634 4.3656 -5.6970  0.336
H51 -0.5082 3.9594 -6.2279  0.431
H52 0.0529 3.2985 -3.8939  -0.133
H53 -1.8347 2.2603 -5.3399  0.453
H54 -1.1894 1.1695 -4.1306  -0.309
H55 -0.7714 0.9878 -5.8914  0.458
H56 1.8991 1.7662 -5.2503  0.192
C22 -2.6659 -2.2104 -4.0510  -0.057
C23 -3.6450 -1.6674 -5.1457  0.419
C24 -4.5356 -2.7355 -5.7332  -1.530
O8 -4.5436 -0.7715 -4.5001  -0.590
H57 -3.2078 -2.8482 -3.3237  -0.154
H58 -2.3052 -1.2968 -3.5621  -0.129
H59 -1.7975 -2.7500 -4.4204  0.427
H60 -3.0811 -1.2016 -5.9474  0.304
H61 -4.9671 -3.3825 -4.9513  0.240
H62 -3.9424 -3.3753 -6.3758  0.397
H63 -5.2833 -2.2845 -6.3765  0.418
H64 -4.1861 0.1225 -4.4433  0.329
C25 0.1209 6.8902 1.6790  -1.418
C26 -1.1662 6.0785 1.4693  0.232
C27 -0.8983 4.6776 0.9266  0.373
O9 -1.7882 5.9521 2.8084  -0.543
H65 0.7706 7.0633 0.8439  0.378
H66 0.6694 6.3858 2.4615  0.290
H67 -0.1726 7.9110 1.9688  0.431
H68 -1.8962 6.5471 0.7994  0.276
H69 -0.6551 4.8326 -0.1358  0.279
H70 -1.7644 4.0190 0.9763  -0.329
H71 0.0106 4.2584 1.3871  -0.265
H72 -1.7342 6.8299 3.1655  0.313
C28 1.1499 -5.6596 -1.6550  -1.832
C29 1.2760 -4.1180 -1.5914  1.619
C30 0.5179 -3.4204 -2.7147  -1.525
O10 0.8455 -3.6375 -0.3173  -0.027
H73 0.1030 -5.9156 -1.5864  0.326
H74 1.7126 -6.0955 -0.8388  0.415
H75 1.4533 -6.0469 -2.6393  0.400
H76 2.3528 -3.8734 -1.7162  -0.155
H77 -0.5344 -3.5901 -2.4976  0.237
H78 0.6894 -3.8854 -3.6627  0.760
H79 0.6783 -2.3273 -2.7967  -0.037
H80 0.9044 -2.6679 -0.3674  -0.484
C31 1.8798 3.4137 3.6033  -1.713
C32 1.3369 2.1368 4.1539  0.634
C33 -0.0682 1.8537 3.7258  -0.705
O11 2.2257 1.1244 3.7696  -0.268
H81 1.2189 4.2161 3.9452  0.442
H82 1.8980 3.3403 2.5344  0.150
H83 2.9168 3.5895 3.9386  0.438
H84 1.3077 2.2604 5.2478  0.473
H85 -0.8134 2.5164 4.2400  0.496
H86 -0.2983 0.8204 4.0438  0.088
H87 -0.3200 1.9118 2.6518  -0.176
H88 1.9126 0.3069 4.2258  0.078
C34 -0.3112 -5.4138 2.4811  -0.306
C35 -1.2422 -5.7087 1.3564  0.800
C36 -2.5446 -6.3391 1.9359  -1.817
O12 -1.5900 -4.4788 0.7194  0.676
H89 -0.7507 -4.5320 3.0466  -0.222
H90 0.7228 -5.1552 2.1655  -0.337
H91 -0.1517 -6.2551 3.1446  0.523
H92 -0.7860 -6.3771 0.6222  0.117
H93 -3.2692 -6.4220 1.1397  0.359
H94 -2.9479 -5.7754 2.7481  0.391
H95 -2.4135 -7.3418 2.3564  0.459
H96 -0.7971 -4.0671 0.3071  -0.325
C37 -5.9306 5.5281 2.7237  -1.527
C38 -5.1204 5.1379 1.5153  0.933
C39 -4.7286 3.6619 1.6079  -0.873
O13 -5.9164 5.3026 0.3369  -0.558
H97 -6.8535 4.9529 2.7218  0.365
H98 -6.2419 6.5934 2.7411  0.402
H99 -5.3281 5.2894 3.6007  0.328
H100 -4.2320 5.7676 1.5034  -0.124
H101 -4.0647 3.4740 2.4570  0.402
H102 -4.1836 3.3531 0.7297  -0.308
H103 -5.6347 3.0787 1.7509  0.566
H104 -6.1202 6.2415 0.2975  0.358
C40 4.4206 0.5190 -1.7997  -0.508
C41 3.6009 -0.1046 -2.8941  0.627
C42 3.8648 -1.5987 -3.1003  -0.933
O14 2.1992 0.0168 -2.5923  -0.259
H105 4.3485 1.6141 -1.7810  -0.122
H106 5.5018 0.2347 -1.8837  0.460
H107 4.0856 0.1038 -0.8380  -0.281
H108 3.8033 0.5123 -3.8296  0.343
H109 3.8441 -2.0306 -2.1273  -0.411
H110 4.7972 -1.7495 -3.6352  0.574
H111 3.0728 -2.0392 -3.7210  0.302
H112 1.9165 0.8286 -3.0499  -0.171
C43 3.2740 4.4558 -3.0248  -0.567
C44 3.9108 5.4510 -2.0512  0.325
C45 5.3033 4.9315 -1.4360  -0.901
O15 3.9704 6.8196 -2.5619  -0.553
H113 2.3128 4.8786 -3.3339  0.255
H114 3.1228 3.5042 -2.5555  -0.114
H115 3.8657 4.3035 -3.9418  0.391
H116 3.1931 5.5264 -1.2150  0.098
H117 5.8598 5.6888 -0.8816  0.370
H118 5.9242 4.5298 -2.2646  0.286
H119 5.0597 4.1888 -0.6707  0.045
H120 4.5422 6.7508 -3.3448  0.358
C46 0.3154 1.4987 0.0396  -0.416
C47 -0.1009 0.0142 -0.0039  0.985
C48 -1.1942 -0.2808 -1.0443  1.460
O16 1.0633 -0.7745 -0.1666  1.541
H121 0.7614 1.8795 -0.9000  -0.116
H122 1.0053 1.5883 0.8787  0.107
H123 -0.6234 2.0353 0.2236  -0.010
H124 -0.4046 -0.2628 1.0150  -0.759
H125 -2.0194 0.3898 -0.8208  -0.581
H126 -1.5509 -1.3320 -1.0359  -0.770
H127 -0.8983 0.0015 -2.0929  -0.420
H128 1.4561 -0.5062 -1.0451  -0.917


#ii
DFT (the ωB97M-V functional and the def2-TZVPD basis) results for 16 unconnected molecules or ions with the total composition C48H128O16.

Output
HOMO = -9.9 eV
Multiplicity = 1
Orbital gap = 9.91 eV
Net charge = 0

Last column: Mulliken charge in e.
Element x y z (Å)
C1 24.4592 15.4635 21.0103  -1.366
C2 24.6942 15.8955 19.5394  0.672
C3 23.4753 15.7832 18.6885  -1.301
O1 25.1410 17.2314 19.4036  -0.554
H1 24.1870 14.4084 20.9855  0.358
H2 23.5962 15.9872 21.4216  0.365
H3 25.3294 15.7185 21.6151  0.367
H4 25.4769 15.2956 19.0750  0.166
H5 23.0216 14.7924 18.7140  0.353
H6 23.7346 15.9830 17.6488  0.330
H7 22.6787 16.4912 18.9173  0.296
H8 25.0288 17.7352 20.2130  0.313
C4 28.4445 10.3447 28.0947  -1.286
C5 28.7343 8.9662 27.4275  0.653
C6 27.9021 8.7764 26.1823  -1.451
O2 30.0768 8.9346 27.1378  -0.539
H9 28.8863 11.2222 27.6227  0.335
H10 28.9531 10.3049 29.0580  0.309
H11 27.3942 10.6294 28.1573  0.349
H12 28.4716 8.2006 28.1576  0.246
H13 28.1176 9.5131 25.4084  0.342
H14 26.8571 9.0315 26.3584  0.351
H15 27.9469 7.7764 25.7511  0.331
H16 30.4323 8.7153 28.0022  0.365
C7 23.7419 7.7026 29.5232  -1.210
C8 23.2111 6.2236 29.5457  0.488
C9 23.0787 5.6849 30.9579  -1.397
O3 21.9719 6.1255 28.8988  -0.444
H17 23.5429 8.2022 28.5751  0.303
H18 24.8313 7.6721 29.5042  0.389
H19 23.2914 8.2715 30.3365  0.267
H20 23.8214 5.5767 28.9155  0.307
H21 22.5306 4.7454 31.0281  0.391
H22 22.3390 6.2147 31.5583  0.278
H23 24.0299 5.6338 31.4876  0.370
H24 21.3531 6.6324 29.4295  0.260
C10 16.3694 5.6946 26.7872  -1.208
C11 15.9992 6.0551 25.3549  0.292
C12 16.1023 7.5765 25.1386  -1.149
O4 16.8600 5.4726 24.4369  -0.497
H25 17.3778 6.0493 27.0005  0.270
H26 16.3495 4.6047 26.7854  0.354
H27 15.6278 6.1437 27.4478  0.361
H28 15.0075 5.6176 25.2395  0.326
H29 17.0889 8.0400 25.1376  0.317
H30 15.4276 8.1396 25.7834  0.329
H31 15.7253 7.8260 24.1468  0.317
H32 17.7296 5.6823 24.7852  0.289
C13 25.2372 14.2191 31.2329  -1.321
C14 25.3364 13.3585 32.4660  0.697
C15 24.0684 12.6092 32.6646  -1.413
O5 26.2768 12.3446 32.2043  -0.522
H33 24.5698 15.0414 31.4911  0.317
H34 24.7994 13.7121 30.3731  0.321
H35 26.1729 14.6872 30.9273  0.406
H36 25.6014 13.9592 33.3361  0.157
H37 24.0312 11.7894 33.3821  0.372
H38 23.7022 12.1295 31.7569  0.291
H39 23.2695 13.2570 33.0255  0.368
H40 27.0425 12.8526 31.9264  0.327
C16 16.9966 14.7538 31.0911  -1.259
C17 18.0581 15.4533 30.2889  0.807
C18 19.4859 15.4761 30.8140  -1.444
O6 18.2064 14.7669 29.1113  -0.478
H41 16.0324 15.0639 30.6883  0.387
H42 16.9618 15.1508 32.1056  0.349
H43 17.1065 13.6702 31.0463  0.227
H44 17.7026 16.4352 29.9766  0.161
H45 19.9250 14.4954 30.9970  0.269
H46 19.6426 16.0943 31.6980  0.408
H47 20.2054 15.9210 30.1267  0.330
H48 17.3694 14.8358 28.6462  0.245
C19 18.8039 19.2202 27.1091  -1.166
C20 19.2510 19.0403 25.6646  0.654
C21 19.0253 17.6229 25.1537  -1.282
O7 18.5408 19.9466 24.8625  -0.564
H49 17.7215 19.1251 27.1964  0.321
H50 19.0958 20.2294 27.3995  0.369
H51 19.3645 18.5342 27.7440  0.234
H52 20.3200 19.2531 25.6573  0.130
H53 19.6075 16.8850 25.7057  0.321
H54 19.4130 17.4966 24.1429  0.317
H55 17.9852 17.3033 25.2174  0.334
H56 18.8952 20.8261 25.0123  0.333
C22 23.2885 12.4009 25.4368  -1.491
C23 21.9543 13.0366 25.6542  0.844
C24 20.7869 12.1438 25.1464  -1.292
O8 21.9039 13.2203 27.0230  -0.410
H57 23.3355 11.4102 25.8889  0.279
H58 24.1075 12.9571 25.8928  0.334
H59 23.4719 12.2059 24.3802  0.376
H60 21.9882 14.0140 25.1729  0.089
H61 20.8725 12.0626 24.0628  0.371
H62 19.8416 12.5732 25.4782  0.364
H63 20.7933 11.1091 25.4893  0.334
H64 20.9882 13.4120 27.2382  0.201
C25 24.0962 18.7213 27.5346  -1.321
C26 23.9347 20.0783 28.1021  0.752
C27 23.4436 20.2238 29.5953  -1.305
O9 25.2409 20.6320 28.1691  -0.560
H65 23.1639 18.2122 27.2904  0.336
H66 24.6202 17.9729 28.1291  0.308
H67 24.7115 18.7429 26.6351  0.342
H68 23.3232 20.6803 27.4299  0.083
H69 24.0604 19.6671 30.3008  0.349
H70 22.5263 19.6350 29.6005  0.308
H71 23.2807 21.2519 29.9189  0.397
H72 25.2516 21.3960 28.7501  0.311
C28 25.7775 9.6352 21.2393  -1.332
C29 26.5977 8.5472 20.6882  0.732
C30 25.9497 7.6158 19.6567  -1.259
O10 27.7158 9.0683 20.1143  -0.550
H73 25.4192 10.3029 20.4558  0.319
H74 26.3659 10.2322 21.9361  0.338
H75 24.8811 9.2664 21.7378  0.293
H76 26.8554 8.0061 21.5987  0.155
H77 25.0186 7.2588 20.0967  0.328
H78 26.6643 6.8491 19.3572  0.321
H79 25.6924 8.1836 18.7625  0.340
H80 28.1415 9.5887 20.7996  0.317
C31 22.9362 6.2286 24.3456  -1.208
C32 21.9502 5.0603 24.2159  0.461
C33 22.6169 3.7116 24.2791  -1.294
O11 20.9228 5.1051 25.1702  -0.439
H81 23.3603 6.1086 25.3425  0.292
H82 22.5421 7.2405 24.2509  0.327
H83 23.6600 6.1446 23.5349  0.308
H84 21.4297 5.1885 23.2668  0.277
H85 22.7925 3.3332 25.2861  0.314
H86 23.5478 3.6087 23.7214  0.357
H87 21.9410 2.9968 23.8096  0.332
H88 21.3647 5.2782 26.0047  0.268
C34 13.0622 12.0548 27.5571  -1.311
C35 14.1672 12.8646 27.0040  0.405
C36 14.3553 12.6801 25.4988  -1.102
O12 13.8301 14.2335 27.2322  -0.540
H89 12.0659 12.1912 27.1365  0.358
H90 12.9291 12.2244 28.6255  0.341
H91 13.2243 10.9870 27.4098  0.332
H92 15.1167 12.5241 27.4169  0.295
H93 14.6407 11.6415 25.3317  0.229
H94 15.1326 13.2813 25.0271  0.313
H95 13.4053 12.9912 25.0642  0.317
H96 13.0171 14.3208 26.7292  0.364
C37 19.5851 10.2167 30.3535  -1.243
C38 19.3979 9.2823 31.5681  0.612
C39 18.3686 9.8412 32.5221  -1.366
O13 19.0084 8.0694 31.0223  -0.538
H97 18.7130 10.6701 29.8824  0.340
H98 20.0556 9.6452 29.5533  0.307
H99 20.3156 10.9917 30.5855  0.304
H100 20.3722 9.1348 32.0338  0.154
H101 18.8175 10.7413 32.9422  0.336
H102 18.2062 9.1509 33.3499  0.444
H103 17.4231 9.9749 31.9964  0.327
H104 18.7936 7.4989 31.7639  0.322
C40 18.3497 14.7905 20.5273  -1.241
C41 17.1166 14.9864 19.5956  0.600
C42 16.6448 13.6592 19.0984  -1.348
O14 16.1681 15.6834 20.3236  -0.562
H105 18.7760 15.7859 20.6521  0.363
H106 19.1217 14.1240 20.1429  0.333
H107 18.0513 14.3220 21.4652  0.304
H108 17.3847 15.6201 18.7502  0.178
H109 15.7895 13.8688 18.4561  0.342
H110 16.2512 13.0558 19.9164  0.332
H111 17.3840 13.1492 18.4807  0.367
H112 16.5395 16.4991 20.6677  0.331
C43 28.3279 15.5065 25.8828  -1.301
C44 29.7829 15.3495 26.0434  0.610
C45 30.6721 16.1665 25.1937  -1.323
O15 30.0375 15.5609 27.4194  -0.540
H113 27.8389 14.7080 26.4409  0.323
H114 27.9730 15.4222 24.8557  0.320
H115 27.9514 16.4784 26.2019  0.373
H116 29.8419 14.2995 25.7570  0.221
H117 31.6607 15.7179 25.0964  0.308
H118 30.7427 17.1753 25.6004  0.308
H119 30.3030 16.2216 24.1696  0.339
H120 29.6587 16.4232 27.6051  0.360
C46 19.4807 8.4603 20.7260  -1.121
C47 18.4929 7.6159 19.9566  0.371
C48 17.1931 8.3298 19.6530  -1.285
O16 19.1126 7.1806 18.7807  -0.535
H121 20.4349 7.9346 20.6909  0.304
H122 19.2153 8.6422 21.7674  0.307
H123 19.5531 9.4274 20.2284  0.294
H124 18.1402 6.7883 20.5720  0.285
H125 17.2827 9.1012 18.8881  0.343
H126 16.7139 8.7210 20.5504  0.311
H127 16.4900 7.6099 19.2341  0.364
H128 18.9793 7.9453 18.2158  0.360


The structure shown above that is least stable: #ii.